Entry from the OMol25 dataset: H21O10 as an isolated structure at a distorted geometry (ωB97M-V/def2-TZVPD).

Element x y z (Å)
1 O 1.841688 1.107808 -2.732337
2 H 1.918555 0.325603 -3.300922
3 H 2.698618 1.213836 -2.186704
4 O -1.898481 -1.177997 2.168802
5 H -2.553266 -0.694848 1.612427
6 H -2.432796 -2.012246 2.190131
7 O -1.850925 1.314462 -1.931447
8 H -2.101331 1.989187 -1.285595
9 H -1.550265 1.737642 -2.733676
10 O -2.591605 2.037729 1.162141
11 H -2.585527 1.770869 2.077507
12 H -3.446314 2.463258 1.018912
13 O 2.783650 0.811730 1.571745
14 H 2.489069 -0.112713 1.450371
15 H 2.547834 1.149486 2.434723
16 O 0.964416 -1.996336 -0.573781
17 H 0.312597 -2.649735 -0.222132
18 H 1.634178 -2.273824 0.095856
19 O -2.866953 -1.051372 -0.386623
20 H -3.559221 -1.673898 -0.681044
21 H -3.359563 -0.227692 -0.437886
22 O 0.347958 0.466833 -0.845459
23 H 0.512510 -0.525846 -0.908462
24 H 1.087571 0.925704 -1.796884
25 O 3.522830 0.811025 -0.848887
26 H 3.376114 -0.029006 -0.434183
27 O 0.701018 -2.049976 2.019730
28 H -0.270591 -1.906833 2.070687
29 H -0.615397 0.457736 -1.136294
30 H 3.951925 1.533046 -0.341349
31 H 0.991699 -1.733617 2.910621

Cartesian forces, eV/Å:
-0.06 0.37 1.14
0.08 0.16 0.02
-0.43 -0.47 -0.45
-1.21 -1.08 -0.23
0.80 0.49 -0.21
0.66 0.26 0.47
-0.35 -0.50 0.61
0.13 0.19 -0.27
-0.08 0.45 -0.30
-0.16 -0.33 -0.83
-0.01 0.17 0.57
0.05 0.11 0.21
-0.12 -0.64 -0.49
0.05 0.84 0.73
-0.20 -0.16 0.59
0.19 -2.21 1.79
-0.26 0.62 -1.19
0.26 0.72 -0.95
-0.64 -0.51 0.09
0.48 -0.12 0.07
0.16 0.68 -0.16
-0.27 -1.23 -0.97
0.36 1.08 0.55
-0.24 -0.54 -0.41
0.41 1.51 -1.64
0.60 0.12 0.71
0.19 0.13 1.09
-0.56 0.25 -0.25
0.44 1.16 -0.06
-0.39 -1.40 0.20
0.13 -0.12 -0.45

Calculated values
Net charge: +2
<S²>: 0.756
E_LUMO (spin up / spin down) (eV): -6.60 / -14.49
Energy (Eh): -764.21031
Energy relative to the best compared isomer or geometry (same formula, charge and spin) (kcal/mol): 19.69
Multiplicity: 2